{
  "formula": "C17H30BN4O2PdS",
  "method": "wB97M-V/def2-TZVPD",
  "homo_ev": -1.81,
  "total_energy_ha": -1586.2940,
  "de_lowest_kj_mol": 42.95,
  "mol_weight_g_mol": 471.752,
  "total_charge": -1,
  "elements": ["Pd", "N", "C", "C", "N", "C", "C", "N", "H", "H", "H", "H", "H", "H", "H", "H", "H", "H", "H", "H", "H", "S", "C", "N", "C", "C", "C", "C", "C", "C", "H", "H", "H", "H", "H", "C", "C", "C", "O", "B", "O", "C", "C", "C", "H", "H", "H", "H", "H", "H", "H", "H", "H", "H", "H", "H"],
  "positions_angstrom": [[-0.16285, 0.77651, -1.06389], [-2.82892, 1.00335, 0.21368], [-2.51184, 1.37355, 1.58781], [-1.37902, 0.59668, 2.26053], [-0.07345, 0.98026, 1.75147], [1.01472, 0.16503, 2.26835], [2.35600, 0.56459, 1.65560], [2.51873, 0.30833, 0.22885], [-1.94120, 0.91465, -0.36125], [-3.22480, 0.06966, 0.19939], [-3.41098, 1.25210, 2.20022], [-2.25867, 2.44189, 1.61179], [-1.51118, -0.46917, 2.05032], [-1.43983, 0.73325, 3.35642], [0.10305, 1.95581, 1.96559], [0.80010, -0.87433, 2.00558], [1.08045, 0.23467, 3.37016], [3.14939, 0.03981, 2.19672], [2.50940, 1.63515, 1.84824], [2.53467, -0.69478, 0.07725], [1.64735, 0.58930, -0.28560], [-1.44866, 5.13231, -1.30844], [-1.16074, 3.44459, -1.70237], [-0.02671, 2.97346, -1.31617], [0.73493, 3.94614, -0.68646], [2.01318, 3.74133, -0.16906], [2.65214, 4.80004, 0.44601], [2.03939, 6.05576, 0.54540], [0.77280, 6.27039, 0.03364], [0.12358, 5.20250, -0.58064], [-1.91217, 2.86370, -2.21721], [2.46874, 2.76063, -0.27298], [3.64407, 4.65939, 0.85797], [2.56471, 6.87400, 1.02186], [0.30175, 7.24287, 0.10486], [1.41651, -3.94482, -0.70100], [-0.01852, -3.45151, -0.51346], [-0.63455, -4.16709, 0.68164], [0.04306, -2.05613, -0.21745], [-0.33588, -1.24665, -1.35038], [-0.77181, -2.16953, -2.33333], [-0.86888, -3.49523, -1.82191], [-2.34959, -3.78003, -1.56131], [-0.35465, -4.46636, -2.87709], [1.98218, -3.69771, 0.19998], [1.88717, -3.43127, -1.54040], [1.46743, -5.02520, -0.86299], [0.01416, -4.01117, 1.54641], [-0.73126, -5.24427, 0.51107], [-1.61390, -3.75504, 0.91996], [-2.75662, -3.03085, -0.88049], [-2.51279, -4.77822, -1.14524], [-2.89074, -3.70120, -2.50600], [0.63868, -4.17910, -3.21679], [-1.02423, -4.44424, -3.73843], [-0.32387, -5.48779, -2.48639]],
  "forces_ev_per_a": [[0.21, 0.07, -1.27], [0.06, 0.21, 0.01], [0.06, -0.08, -0.11], [0.09, 0.00, -0.10], [0.02, -0.02, 0.11], [-0.08, 0.01, -0.11], [-0.09, -0.03, -0.04], [0.01, 0.16, 0.13], [-0.76, -0.02, 0.46], [0.03, -0.05, 0.00], [-0.03, 0.06, 0.01], [-0.02, 0.00, 0.01], [0.02, -0.01, 0.01], [-0.05, -0.03, 0.04], [0.00, 0.07, -0.02], [-0.03, 0.00, -0.02], [0.05, -0.05, 0.04], [0.02, 0.02, 0.04], [0.03, 0.01, -0.02], [0.00, -0.04, 0.00], [0.49, -0.13, 0.27], [0.00, -0.12, -0.06], [-0.04, 0.46, 0.13], [-0.13, -0.23, 0.06], [0.02, 0.09, 0.09], [0.05, -0.09, -0.03], [0.02, -0.03, 0.00], [-0.08, 0.00, -0.05], [0.05, 0.03, 0.03], [-0.06, -0.09, -0.07], [0.05, -0.05, 0.02], [0.00, 0.05, 0.04], [-0.01, -0.01, -0.02], [0.00, -0.01, 0.02], [0.00, -0.02, 0.01], [0.01, 0.08, -0.04], [0.06, 0.15, -0.02], [0.02, 0.02, 0.03], [-0.10, -0.27, -0.03], [0.11, -0.13, 0.60], [0.03, 0.08, -0.15], [-0.05, -0.02, 0.04], [0.00, 0.08, 0.00], [-0.04, 0.02, 0.03], [-0.01, -0.03, 0.00], [0.00, -0.02, 0.01], [0.01, 0.02, -0.01], [-0.02, -0.04, 0.01], [0.01, 0.03, -0.01], [0.01, -0.02, 0.01], [-0.01, -0.05, 0.01], [0.00, 0.03, -0.02], [0.01, 0.02, 0.02], [0.01, -0.04, 0.01], [0.01, -0.01, -0.01], [0.01, -0.01, -0.04]]
}

{
  "formula": "C17H30BrCaN9O5S",
  "method": "wB97M-V/def2-TZVPD",
  "homo_ev": -0.54,
  "total_energy_ha": -5184.7249,
  "de_lowest_kj_mol": 270.31,
  "mol_weight_g_mol": 592.534,
  "total_charge": -2,
  "elements": ["Ca", "C", "C", "C", "C", "C", "Br", "N", "C", "H", "H", "H", "H", "H", "H", "C", "N", "C", "C", "N", "N", "C", "N", "N", "H", "H", "H", "H", "H", "H", "H", "H", "H", "H", "H", "O", "S", "O", "O", "O", "C", "C", "N", "C", "N", "C", "C", "C", "N", "C", "H", "H", "H", "H", "H", "H", "H", "H", "H", "H", "H", "H", "H", "O"],
  "positions_angstrom": [[0.12074, 0.18066, -0.00275], [-4.02211, -3.06475, -3.17980], [-3.55672, -2.55142, -1.84382], [-4.23535, -2.81086, -0.66180], [-3.75370, -2.30124, 0.53680], [-2.59829, -1.54540, 0.47386], [-1.81126, -0.79415, 2.03719], [-1.92784, -1.28163, -0.63241], [-2.39838, -1.78000, -1.77669], [-4.93938, -3.64854, -3.07705], [-3.26159, -3.69808, -3.63763], [-4.21348, -2.23812, -3.86472], [-5.14112, -3.40887, -0.66868], [-4.24753, -2.47828, 1.48091], [-1.82513, -1.52248, -2.67436], [-2.95603, 3.81342, -1.75017], [-2.29135, 4.37077, -0.59381], [-3.05235, 5.34094, 0.15509], [-1.42969, 3.49074, 0.11764], [-1.30917, 2.25404, -0.14420], [-0.67618, 4.14555, 1.06284], [0.42159, 3.43320, 1.76028], [1.10402, 4.49100, 2.52657], [0.66167, 2.24390, 1.70915], [-3.41873, 4.62403, -2.31680], [-3.74115, 3.08458, -1.48974], [-2.23229, 3.31259, -2.39427], [-3.63438, 5.94665, -0.54194], [-2.40872, 6.01570, 0.71820], [-3.75218, 4.87773, 0.87011], [-1.86332, 1.95817, -0.92564], [-0.49771, 5.11183, 0.84076], [0.44554, 5.06636, 3.04171], [1.72252, 4.01591, 3.16921], [1.52033, 0.67020, 2.07993], [-0.84341, -0.51409, -4.00144], [0.16083, 0.16308, -3.13768], [1.18523, 0.82446, -3.95197], [-0.52051, 1.16329, -2.24430], [0.78222, -0.81517, -2.18475], [5.75603, -1.07968, -1.68839], [5.10307, 0.05255, -0.90948], [3.71866, -0.27008, -0.73765], [3.28997, -1.52027, -0.38241], [2.07035, -1.73968, -0.13943], [1.68535, -3.09519, 0.13577], [2.71366, -3.72670, 1.06950], [4.05186, -3.74990, 0.35094], [4.30694, -2.49561, -0.31612], [5.63519, -2.34025, -0.85139], [6.80685, -0.87786, -1.91780], [5.21367, -1.20334, -2.62836], [5.18623, 1.00522, -1.43057], [5.61126, 0.15618, 0.06379], [3.00798, 0.40533, -0.95100], [1.61340, -3.67801, -0.79749], [0.69557, -3.09396, 0.60118], [2.44682, -4.74272, 1.38030], [2.77060, -3.08801, 1.95453], [4.06282, -4.56592, -0.39070], [4.86060, -3.95580, 1.06990], [5.89057, -3.21916, -1.46353], [6.36685, -2.30365, -0.02501], [1.52386, -0.27449, 1.84303]],
  "forces_ev_per_a": [[1.67, 0.55, 0.24], [-0.06, -0.03, 0.08], [-0.07, -0.05, 0.02], [0.08, 0.06, 0.00], [-0.04, -0.03, -0.04], [0.03, 0.10, 0.19], [-0.32, -0.23, 0.23], [-0.38, -0.23, 0.35], [0.22, 0.10, -0.20], [0.00, 0.00, 0.00], [0.01, 0.03, -0.03], [0.04, 0.00, -0.02], [0.00, -0.01, -0.02], [0.00, 0.00, 0.00], [0.02, 0.05, 0.02], [-0.07, -0.08, 0.03], [0.33, 0.12, -0.32], [-0.11, -0.08, 0.12], [0.18, 0.24, -0.20], [-0.52, 0.05, 0.64], [-0.19, -0.18, 0.14], [-0.36, 0.14, 0.07], [0.10, 0.13, -0.20], [0.37, 0.41, 0.00], [0.01, 0.01, 0.02], [-0.01, 0.02, -0.01], [0.01, -0.04, 0.03], [0.01, 0.00, -0.01], [0.00, -0.03, 0.02], [-0.02, 0.02, -0.01], [-0.37, -0.02, -0.39], [0.06, 0.00, -0.04], [-0.06, -0.10, 0.13], [-0.01, -0.03, 0.04], [-0.06, -0.56, 0.27], [0.01, -0.03, 0.17], [0.24, 0.17, -0.39], [0.02, -0.03, -0.01], [-0.08, -0.22, -0.33], [-0.35, 0.16, -0.32], [0.03, 0.05, -0.05], [-0.04, -0.13, 0.11], [0.08, 0.14, -0.10], [0.11, -0.21, 0.02], [-0.06, -0.44, -0.52], [0.21, 0.00, 0.13], [-0.09, -0.01, 0.03], [-0.06, -0.01, 0.03], [-0.06, 0.05, 0.03], [-0.05, 0.05, -0.03], [0.00, -0.01, 0.07], [0.01, 0.02, -0.01], [-0.05, 0.00, -0.03], [0.06, 0.08, -0.04], [-0.07, -0.09, -0.02], [-0.06, -0.01, 0.02], [0.01, 0.00, 0.02], [0.00, 0.00, -0.03], [-0.01, 0.00, 0.00], [0.04, -0.03, 0.04], [0.04, 0.02, -0.05], [-0.01, -0.04, 0.06], [0.03, -0.02, -0.03], [-0.39, 0.21, 0.08]]
}

{
  "formula": "C17H30CeN6O4S3",
  "method": "wB97M-V/def2-TZVPD",
  "homo_ev": -14.97,
  "total_energy_ha": -2964.6355,
  "de_lowest_kj_mol": 0.00,
  "mol_weight_g_mol": 618.782,
  "total_charge": 2,
  "elements": ["Ce", "C", "C", "S", "C", "C", "S", "C", "C", "S", "H", "H", "H", "H", "H", "H", "H", "H", "H", "H", "H", "H", "N", "C", "N", "N", "C", "N", "H", "H", "H", "H", "C", "C", "C", "C", "C", "C", "O", "N", "C", "O", "N", "C", "O", "H", "H", "H", "H", "H", "H", "H", "H", "H", "H", "H", "C", "O", "H", "H", "H"],
  "positions_angstrom": [[0.95294, 0.58194, 0.18729], [4.30385, 0.14540, 2.40157], [5.01521, 0.31908, 1.06431], [3.90935, 1.04782, -0.15217], [4.15579, 0.05878, -1.64496], [3.90291, -1.43342, -1.48790], [2.22525, -1.84772, -0.93845], [2.44899, -2.89826, 0.52320], [3.28837, -2.34857, 1.66046], [2.73949, -0.75293, 2.33116], [4.06292, 1.11325, 2.84587], [4.95924, -0.35284, 3.11736], [5.40524, -0.62681, 0.69243], [5.87562, 0.97629, 1.19254], [5.16832, 0.22516, -2.01534], [3.48698, 0.50054, -2.38613], [4.60695, -1.88998, -0.79328], [4.06406, -1.91864, -2.45098], [2.85028, -3.85995, 0.20078], [1.42593, -3.08515, 0.85307], [4.32869, -2.24116, 1.35864], [3.27962, -3.07393, 2.47481], [-3.92285, 5.15940, 0.26348], [-2.77511, 4.52232, 0.10373], [-1.90504, 4.91023, -0.82675], [-2.55957, 3.47800, 0.91750], [-1.52413, 2.76024, 0.97795], [-0.62145, 2.02090, 1.15549], [-4.18614, 5.96068, -0.28536], [-4.54849, 4.84715, 0.98865], [-2.08764, 5.69538, -1.43027], [-1.04025, 4.41634, -0.95560], [-3.57038, -3.87311, -1.12510], [-2.29863, -3.08774, -0.84405], [-2.55009, -1.61481, -0.34982], [-3.41979, -0.82663, -1.33312], [-3.61443, 0.63504, -0.96193], [-3.21802, -1.69432, 1.01873], [-4.40304, -1.79204, 1.16062], [-2.36549, -1.77149, 2.12818], [-1.02467, -1.49333, 2.15989], [-0.33732, -1.51344, 3.14321], [-0.45226, -1.12429, 0.90442], [-1.18396, -1.04395, -0.20115], [-0.59263, -0.42222, -1.16073], [-3.31400, -4.91279, -1.32547], [-4.09524, -3.49378, -2.00011], [-4.26164, -3.85979, -0.28327], [-1.69415, -3.00864, -1.75150], [-1.68857, -3.60472, -0.09777], [-4.38602, -1.32632, -1.36408], [-2.98043, -0.91906, -2.32776], [-4.04719, 0.74588, 0.03440], [-4.29906, 1.11184, -1.66338], [-2.67536, 1.19075, -1.00454], [-2.80944, -1.95249, 3.02074], [1.60833, 3.51391, -1.14065], [1.43288, 2.09882, -1.15246], [2.66568, 3.77285, -1.19155], [1.18893, 3.93049, -0.21989], [1.10068, 3.92587, -2.01492]],
  "forces_ev_per_a": [[1.14, 0.85, -1.01], [0.19, 0.11, -0.02], [0.16, -0.15, 0.20], [-0.09, 0.31, -0.09], [0.06, -0.10, -0.08], [0.23, -0.11, -0.05], [-0.11, 0.08, -0.01], [-0.11, -0.09, 0.07], [0.12, -0.16, -0.03], [-0.33, 0.02, 0.10], [-0.07, 0.00, -0.05], [-0.02, -0.05, -0.03], [-0.05, 0.01, -0.02], [-0.04, 0.04, 0.00], [0.02, -0.03, 0.06], [-0.07, 0.01, 0.06], [-0.01, 0.02, 0.00], [-0.04, 0.00, 0.00], [0.06, 0.04, -0.04], [0.00, 0.02, 0.00], [-0.01, 0.02, 0.00], [-0.06, 0.03, 0.02], [-0.05, 0.08, -0.03], [0.05, -0.30, 0.22], [-0.02, 0.12, -0.09], [-0.10, 0.14, -0.02], [0.16, -0.13, 0.17], [-0.20, 0.35, -0.16], [0.02, -0.01, -0.01], [0.01, -0.01, 0.01], [-0.01, 0.00, 0.01], [0.02, -0.04, 0.01], [-0.07, -0.08, -0.02], [0.01, 0.10, 0.00], [-0.02, 0.03, 0.12], [0.01, -0.13, -0.06], [-0.04, 0.12, 0.00], [0.06, -0.35, 0.06], [-0.05, 0.12, 0.01], [-0.11, 0.04, 0.02], [0.34, 0.09, -0.68], [-0.05, -0.06, 0.15], [-0.64, -0.45, 0.62], [0.36, 0.42, -0.38], [-0.22, -0.13, 0.23], [0.03, 0.01, -0.02], [0.01, 0.02, 0.00], [0.03, 0.02, 0.01], [-0.01, -0.02, 0.00], [-0.03, 0.00, 0.03], [-0.02, 0.02, 0.02], [0.03, 0.02, 0.01], [0.02, -0.03, 0.01], [0.00, -0.03, 0.00], [0.04, -0.02, 0.01], [-0.01, 0.00, 0.01], [-0.04, -0.32, -0.13], [-0.60, -0.60, 0.82], [0.02, -0.03, -0.01], [0.02, 0.09, -0.03], [0.04, 0.07, 0.01]]
}

{
  "formula": "C17H30ClO2Tm",
  "method": "wB97M-V/def2-TZVPD",
  "homo_ev": [-12.54, -14.87],
  "spin_multiplicity": 3,
  "total_energy_ha": -2360.8243,
  "mol_weight_g_mol": 470.812,
  "s2": 2.003,
  "total_charge": 2,
  "elements": ["C", "C", "C", "O", "O", "C", "C", "C", "C", "C", "C", "C", "C", "C", "C", "C", "C", "C", "C", "Cl", "H", "H", "H", "H", "H", "H", "H", "H", "H", "H", "H", "H", "H", "H", "H", "H", "H", "H", "H", "H", "H", "H", "H", "H", "H", "H", "H", "H", "H", "H", "Tm"],
  "positions_angstrom": [[-2.73371, 0.67025, 2.28759], [-2.19019, -0.24634, 3.11435], [-0.81240, -0.77168, 2.89119], [0.01257, -0.17602, 2.21175], [-0.67460, -1.94079, 3.47138], [0.56611, -2.66268, 3.24680], [0.70318, -3.20909, 1.82621], [1.89977, -2.60723, 1.07242], [1.98803, -3.10138, -0.37882], [1.45881, -2.13131, -1.45439], [0.26539, -1.25168, -1.01186], [0.43466, 0.21629, -1.05342], [-0.86442, 0.92349, -0.79315], [-1.65188, 1.35919, -2.06676], [-0.90281, 2.34881, -2.96248], [-3.01808, 1.94814, -1.67804], [1.65111, 0.73406, -0.38860], [2.35592, 1.97463, -0.98636], [1.66513, 3.33369, -0.80592], [2.75982, 1.61238, -2.68437], [-3.78761, 0.53622, 2.02620], [-2.21042, 1.54327, 1.87615], [-2.75765, -0.62366, 3.95901], [1.42003, -2.04243, 3.51619], [0.53648, -3.47914, 3.96174], [-0.23831, -3.07810, 1.28308], [0.87924, -4.28392, 1.86398], [2.78622, -2.95184, 1.60734], [1.89658, -1.52147, 1.15336], [3.03776, -3.28164, -0.61269], [1.50870, -4.07524, -0.47704], [1.12450, -2.73540, -2.29722], [2.24121, -1.49297, -1.86630], [-0.10528, -1.47721, -0.00772], [-0.57758, -1.45740, -1.69257], [-1.50293, 0.17811, -0.31814], [-0.71584, 1.74763, -0.10095], [-1.81054, 0.45463, -2.65988], [-1.35402, 2.34903, -3.95260], [0.14292, 2.06935, -3.10049], [-0.91688, 3.35244, -2.53774], [-3.47476, 2.45592, -2.52467], [-2.89945, 2.64921, -0.83891], [-3.71637, 1.14956, -1.39360], [1.35985, 0.99196, 0.63756], [2.41956, -0.03283, -0.36050], [3.30674, 2.02549, -0.46174], [0.83914, 3.29447, -0.09909], [1.35829, 3.75083, -1.76032], [2.39103, 4.03232, -0.39279], [-4.09299, 2.93008, 1.71289]],
  "forces_ev_per_a": [[-0.19, -0.30, 0.47], [-0.24, 0.60, -0.11], [0.90, 1.20, 0.27], [-0.52, -0.63, 0.22], [0.09, 0.24, -0.16], [0.34, -0.56, 0.07], [0.25, 0.30, -0.16], [-0.11, -0.54, 0.10], [0.55, 0.42, -0.05], [-0.38, -0.24, 0.23], [0.53, -0.19, -3.04], [-1.18, -0.83, 5.02], [-0.03, 0.37, -1.51], [0.04, 0.37, -0.29], [0.27, -0.24, 0.23], [0.05, -0.89, 0.06], [1.20, 0.66, -1.69], [-0.07, 0.17, 0.66], [0.42, 0.05, -0.16], [0.01, -0.06, -0.15], [-0.29, 0.41, 0.80], [0.90, -1.07, -0.86], [-0.36, -0.96, -0.69], [-0.16, 0.29, -0.04], [-0.24, 0.08, 0.09], [-0.05, -0.01, 0.04], [-0.20, -0.05, 0.06], [0.09, 0.13, -0.01], [-0.03, 0.07, -0.04], [-0.01, -0.07, -0.06], [-0.16, 0.03, 0.06], [-0.02, 0.10, -0.08], [0.13, -0.02, 0.17], [0.10, 0.36, 0.21], [-0.23, -0.18, 0.36], [0.05, -0.09, 0.12], [0.12, 0.23, -0.17], [-0.13, -0.05, 0.09], [-0.12, 0.22, 0.03], [-0.03, -0.03, -0.02], [-0.07, 0.08, -0.09], [0.06, 0.19, 0.06], [0.02, 0.17, -0.19], [0.07, 0.12, 0.15], [-0.41, -0.18, -0.02], [-0.14, -0.17, 0.08], [0.08, -0.09, -0.12], [-0.13, -0.04, -0.09], [-0.27, -0.04, 0.05], [-0.01, 0.04, -0.01], [-0.52, 0.63, 0.11]]
}